ORCA calculation (ωB97M-V with the def2-TZVPD basis set) on C3H3NOS2 in the gas phase.

Structure (SMILES)   O=CC(=S)NC=S
Energy above the lowest of the compared OMol25 structures with the same formula, charge and spin   71.0 kcal per mole

Each atom is followed by the atoms it is bonded to, with distances in Å.
Cartesian coordinates (Å):
1 C -1.6885 -0.6902 0.1549  H4 1.099, N7 1.439, S9 1.641
2 C 0.3390 0.5910 0.0249  C3 1.355, N7 1.277, S10 1.669
3 C 1.6701 0.3703 0.1498  C2 1.355, H6 1.127, O8 1.143
4 H -2.0320 -1.6947 -0.1296  C1 1.099
5 H 0.5327 -1.2713 -0.2540  N7 1.123
6 H 2.3416 1.2727 0.2142  C3 1.127
7 N -0.2846 -0.5160 -0.1065  C1 1.439, C2 1.277, H5 1.123
8 O 2.1307 -0.6591 -0.0356  C3 1.143
9 S -2.9090 0.3968 0.0104  C1 1.641
10 S -0.1000 2.2006 -0.0283  C2 1.669

Atom charges from the natural (NBO) analysis, given in e for atoms 1 to 4: -0.144, -0.049, 0.372, 0.211